No. 1
This record from OMol25 describes CH3NSi in the gas phase. The level of theory is ωB97M-V/def2-TZVPD.

```
! wB97M-V def2-TZVPD RIJCOSX def2/J DEFGRID3
* xyz 0 1
C 2.118 -0.007 0.068
N 3.717 0.002 -0.050
Si 0.272 -0.006 0.049
H -0.138 -1.131 0.887
H -0.138 1.288 0.593
H -0.128 -0.173 -1.349
*
```

Results
HOMO-LUMO gap (alpha / beta): 0.3511 / 0.3514 hartree
E_HOMO (alpha / beta): -10.3 / -10.3 eV
ΔE to the lowest compared entry with this formula, charge and spin: 123.6 kcal per mole


No. 2
This record from OMol25 describes 7 unconnected molecules or ions with the total composition C17H47O12PS. The level of theory is ωB97M-V/def2-TZVPD.

```
! wB97M-V def2-TZVPD RIJCOSX def2/J DEFGRID3
* xyz 0 1
C -2.892 -0.629 1.748
O -2.798 -0.429 0.357
C -1.646 -1.066 -0.188
C -1.166 -0.437 -1.474
C -0.382 0.868 -1.349
C -1.187 2.147 -1.086
C -1.415 2.533 0.378
C -0.171 2.411 1.248
C -0.357 3.029 2.629
C 0.419 2.403 3.789
C 1.950 2.340 3.766
O 2.448 2.073 5.067
P 2.653 1.024 2.635
O 3.855 0.355 3.173
C 2.575 3.695 3.446
O 2.200 4.131 2.143
S 1.063 5.304 2.065
O 0.894 5.508 0.652
O -0.204 4.473 2.620
H -2.033 -0.181 2.265
H -3.803 -0.150 2.106
H -2.929 -1.695 2.005
H -1.899 -2.119 -0.368
H -0.829 -1.053 0.547
H -0.487 -1.168 -1.918
H -1.999 -0.328 -2.176
H 0.379 0.729 -0.574
H 0.185 0.997 -2.273
H -2.168 2.040 -1.560
H -0.694 2.984 -1.589
H -2.219 1.933 0.804
H -1.758 3.571 0.412
H 0.065 1.354 1.393
H 0.680 2.868 0.742
H -1.410 2.926 2.901
H 0.021 1.389 3.910
H 0.161 2.954 4.698
H 2.265 1.164 5.331
H 1.554 0.165 2.425
H 2.787 1.666 1.392
H 3.662 3.623 3.467
H 2.265 4.417 4.210
C 0.894 -1.922 -5.135
O 0.826 -1.300 -3.864
H -0.040 -1.732 -5.660
H 1.719 -1.524 -5.733
H 1.029 -3.003 -5.041
H 1.666 -1.466 -3.421
C 0.671 -3.780 0.623
O 1.451 -2.728 0.062
H -0.364 -3.566 0.375
H 0.929 -4.757 0.206
H 0.763 -3.826 1.711
H 2.375 -2.872 0.285
C -5.219 2.404 -0.644
O -4.684 1.887 0.561
H -5.412 3.463 -0.479
H -4.517 2.307 -1.478
H -6.161 1.920 -0.919
H -4.470 0.956 0.428
C 2.733 1.402 -4.422
O 2.384 2.180 -3.288
H 3.236 0.513 -4.044
H 1.855 1.083 -4.989
H 3.426 1.930 -5.084
H 1.936 2.978 -3.583
C 2.938 -4.172 -3.221
O 3.736 -3.073 -3.640
H 2.086 -3.754 -2.686
H 2.568 -4.756 -4.069
H 3.480 -4.835 -2.542
H 4.501 -3.412 -4.112
C -2.475 -5.595 2.644
O -1.496 -5.778 1.632
H -2.057 -4.889 3.359
H -3.403 -5.175 2.246
H -2.702 -6.526 3.170
H -1.837 -6.400 0.983
*
```

Results
HOMO-LUMO gap: 0.3747 hartree
E_HOMO: -9.8 eV


No. 3
This record from OMol25 describes C6H4FN3 in the gas phase. The level of theory is ωB97M-V/def2-TZVPD.

```
! wB97M-V def2-TZVPD RIJCOSX def2/J DEFGRID3
* xyz 0 3
C 1.485 -1.699 0.535
C 0.543 -1.115 1.373
C 0.529 -0.211 -0.648
C -1.104 1.525 -1.162
C -1.035 0.666 0.946
C -0.099 0.666 -1.566
N 1.452 -1.114 -0.676
N -1.570 1.471 0.137
N -0.047 -0.213 0.617
F 0.433 0.692 -2.805
H 2.147 -2.447 0.689
H 0.468 -1.311 2.429
H -1.700 2.320 -1.770
H -1.502 0.768 1.903
*
```

Results
HOMO-LUMO gap (alpha / beta): 0.2313 / 0.2538 hartree
E_HOMO (alpha / beta): -5.5 / -9.7 eV


No. 4
This record from OMol25 describes CH2IN2PS in the gas phase. The level of theory is ωB97M-V/def2-TZVPD.

```
! wB97M-V def2-TZVPD RIJCOSX def2/J DEFGRID3
* xyz 0 1
C 0.577 1.614 0.783
N 0.549 1.500 -0.390
N 0.161 0.410 -1.304
P -0.152 -0.989 -0.653
S 0.694 2.053 2.301
I -2.230 -1.194 0.550
H 0.647 -1.416 0.406
H -0.245 -1.978 -1.692
*
```

Results
HOMO-LUMO gap: 0.3046 hartree
E_HOMO: -8.7 eV
ΔE to the lowest compared entry with this formula, charge and spin: 48.5 kcal per mole


No. 5
This record from OMol25 describes C2H4N2 in the gas phase. The level of theory is ωB97M-V/def2-TZVPD.

```
! wB97M-V def2-TZVPD RIJCOSX def2/J DEFGRID3
* xyz 0 1
N -0.359 -0.410 0.326
N 0.351 0.398 -0.489
C -1.666 -0.152 0.476
C 1.649 0.129 -0.492
H -2.229 -0.734 1.231
H -2.114 0.706 -0.033
H 2.288 0.626 -1.193
H 2.079 -0.563 0.174
*
```

Results
HOMO-LUMO gap: 0.3389 hartree
E_HOMO: -9.2 eV
ΔE to the lowest compared entry with this formula, charge and spin: 56.6 kcal per mole


No. 6
This record from OMol25 describes 4 unconnected molecules or ions with the total composition C4H16O4. The level of theory is ωB97M-V/def2-TZVPD.

```
! wB97M-V def2-TZVPD RIJCOSX def2/J DEFGRID3
* xyz 1 2
C -4.741 -1.215 -0.465
O -5.967 -1.226 0.325
H -4.659 -2.026 -1.188
H -4.858 -0.323 -1.082
H -3.858 -1.380 0.153
H -5.983 -2.012 0.876
C 3.519 -0.991 0.023
O 4.830 -1.504 -0.146
H 3.307 0.020 -0.325
H 2.774 -1.591 -0.500
H 3.183 -1.170 1.044
H 4.728 -2.432 0.078
C -0.059 -0.722 0.455
O 0.339 0.105 1.509
H -1.096 -1.057 0.498
H 0.363 -0.221 -0.416
H 0.574 -1.599 0.586
H 0.313 1.057 1.387
C 1.081 3.073 -0.822
O 1.122 2.443 0.476
H 1.560 2.535 -1.640
H 0.082 3.390 -1.121
H 1.603 4.021 -0.692
H 1.841 2.823 0.988
*
```

Results
HOMO-LUMO gap (alpha / beta): 0.3583 / 0.0990 hartree
E_HOMO (alpha / beta): -12.8 / -12.8 eV
ΔE to the lowest compared entry with this formula, charge and spin: 81.8 kcal per mole


No. 7
This record from OMol25 describes C19H17BrF3N3O3 in the gas phase. The level of theory is ωB97M-V/def2-TZVPD.

```
! wB97M-V def2-TZVPD RIJCOSX def2/J DEFGRID3
* xyz 0 1
O -0.001 0.787 -0.950
C -0.145 -0.284 -0.384
C -1.457 -0.603 0.274
C -2.625 -0.238 -0.380
C -3.857 -0.459 0.212
C -3.926 -1.023 1.476
Br -5.643 -1.286 2.218
C -2.760 -1.367 2.159
C -2.789 -1.964 3.544
F -1.548 -2.207 4.000
F -3.378 -1.150 4.434
F -3.447 -3.136 3.572
C -1.533 -1.156 1.545
N 0.858 -1.208 -0.271
C 0.600 -2.649 -0.299
C 0.507 -3.130 -1.746
C 1.720 -2.750 -2.592
C 2.124 -1.293 -2.371
C 2.135 -0.873 -0.904
C 1.583 -3.124 -4.093
C 2.781 -4.083 -3.945
N 2.840 -3.729 -2.526
C 3.704 -4.051 -1.548
O 3.673 -3.566 -0.426
C 4.769 -5.027 -1.924
C 6.168 -4.877 -1.694
N 6.842 -5.906 -2.107
O 5.908 -6.781 -2.635
C 4.694 -6.236 -2.523
H -2.561 0.232 -1.352
H -4.770 -0.187 -0.299
H -0.626 -1.412 2.074
H 1.424 -3.143 0.215
H -0.322 -2.881 0.227
H 0.361 -4.212 -1.784
H -0.372 -2.668 -2.211
H 3.101 -1.115 -2.828
H 1.397 -0.670 -2.899
H 2.288 0.199 -0.821
H 2.916 -1.399 -0.359
H 0.645 -3.619 -4.338
H 1.744 -2.292 -4.775
H 2.552 -5.131 -4.140
H 3.675 -3.798 -4.500
H 6.678 -4.049 -1.227
H 3.875 -6.833 -2.887
*
```

Results
HOMO-LUMO gap: 0.3559 hartree
E_HOMO: -9.5 eV
ΔE to the lowest compared entry with this formula, charge and spin: 2.1 kcal per mole


No. 8
This record from OMol25 describes C5H7N in the gas phase. The level of theory is ωB97M-V/def2-TZVPD.

```
! wB97M-V def2-TZVPD RIJCOSX def2/J DEFGRID3
* xyz 0 1
C 0.492 -1.797 -1.420
C 0.274 -0.833 -0.293
C -0.642 0.097 -0.090
C -0.982 0.831 1.047
C 0.199 1.611 1.485
N -0.812 2.347 0.976
H -0.249 -1.708 -2.217
H 0.445 -2.815 -1.012
H 1.496 -1.677 -1.844
H -1.749 0.490 1.732
H 1.200 1.637 1.052
H 0.991 -0.956 0.530
H -0.663 2.773 0.053
*
```

Results
HOMO-LUMO gap (alpha / beta): 0.3133 / 0.2809 hartree
E_HOMO (alpha / beta): -8.2 / -7.8 eV
ΔE to the lowest compared entry with this formula, charge and spin: 131.7 kcal per mole